# 1
{"formula": "C2H3NS3", "method": "ωB97M-V with the def2-TZVPD basis set", "symbols": ["C", "C", "N", "S", "S", "S", "H", "H", "H"], "xyz": [[1.9288, -1.0667, 0.0738], [-0.8165, 1.0606, 0.0951], [1.1601, -1.8795, 0.4984], [0.8169, 1.0547, 0.3110], [-0.2227, -2.4505, 1.0049], [-1.5319, 1.1780, -1.4627], [2.9116, -0.8502, -0.3619], [-1.4692, 1.4792, 0.9008], [-2.7772, 1.4744, -1.0594]], "atomic_forces_ev_per_a": [[-0.39, -2.04, 0.54], [0.58, 1.70, 0.77], [1.62, 2.04, -1.20], [-0.90, 0.25, -0.06], [-0.41, -0.24, 0.23], [-0.14, -0.37, -0.34], [-0.87, -0.14, 0.40], [0.51, -1.09, -0.39], [0.01, -0.11, 0.03]], "mulliken_charge": [0.025, -0.134, -0.174, -0.217, -0.210, -0.097, 0.372, 0.294, 0.141], "e_homo_ev": [-8.2, -8.2], "mol_weight_g_mol": 137.25, "total_energy_ha": -1327.2051, "charge": 0, "lumo_energy_ev": [-0.933, -0.932], "gap_ev": [7.23, 7.23]}



# 2
{"formula": "C2H3NS3", "method": "ωB97M-V with the def2-TZVPD basis set", "symbols": ["S", "C", "S", "C", "N", "S", "H", "H", "H"], "xyz": [[3.1136, -0.7044, -0.2076], [1.6863, -0.1972, 0.0934], [0.8182, 1.0043, -0.8347], [-0.7357, 1.1143, 0.0725], [-1.6197, 0.2230, 0.2471], [-1.1733, -1.3104, -0.5551], [1.1599, -0.4702, 1.0393], [-0.8416, 2.1378, 0.5795], [-2.4077, -1.7972, -0.4344]], "atomic_forces_ev_per_a": [[2.71, -1.02, -0.83], [-2.89, 0.96, 1.83], [-0.26, 0.00, -0.14], [0.17, 1.61, 1.12], [1.14, -0.91, -1.02], [-0.64, 0.96, 0.53], [0.16, 0.10, -0.78], [-0.24, -1.56, -0.80], [-0.14, -0.14, 0.09]], "mulliken_charge": [-0.260, -0.141, -0.018, -0.044, -0.305, -0.083, 0.328, 0.358, 0.164], "e_homo_ev": -9.0, "mol_weight_g_mol": 137.25, "total_energy_ha": -1327.2555, "charge": 0, "lumo_energy_ev": -0.328, "smiles": "S=CS/C=N\\S", "gap_ev": 8.68}



# 3
{"formula": "C2H3NS3", "method": "ωB97M-V with the def2-TZVPD basis set", "symbols": ["S", "C", "S", "C", "N", "S", "H", "H", "H"], "xyz": [[0.3346, -0.4665, 2.1605], [0.7604, -0.2972, 0.3101], [0.4520, 1.4089, -0.0772], [-0.8285, 1.1584, -1.1922], [-1.1915, -0.0323, -1.3744], [-0.5233, -1.3185, -0.7321], [0.3902, -1.9475, 2.3257], [1.8325, -0.5993, 0.0688], [-1.2265, 2.0941, -1.4892]], "atomic_forces_ev_per_a": [[0.55, -2.39, -0.62], [0.22, -1.72, 0.78], [1.68, 0.56, 0.74], [0.32, -1.42, 1.02], [-2.31, 1.46, -2.18], [2.02, 0.23, 1.22], [0.01, 2.62, -0.52], [-1.54, 0.35, 0.52], [-0.95, 0.31, -0.96]], "mulliken_charge": [-0.196, -0.341, -0.121, 0.090, -0.397, 0.077, 0.151, 0.392, 0.345], "e_homo_ev": -8.3, "mol_weight_g_mol": 137.25, "total_energy_ha": -1327.2674, "charge": 0, "lumo_energy_ev": 0.452, "smiles": "S[C@@H]1SC=NS1", "gap_ev": 8.75}



# 4
{"formula": "C2H3NS4", "method": "ωB97M-V with the def2-TZVPD basis set", "symbols": ["C", "C", "N", "S", "S", "S", "S", "H", "H", "H"], "xyz": [[0.8437, 0.3662, 0.9457], [0.1530, -0.2554, -0.1645], [0.1190, 0.7625, 1.9301], [-1.5432, -0.6079, 0.2235], [-1.4594, 0.4423, 2.0177], [-0.1238, 1.7404, -1.3900], [0.9767, -1.6439, -0.9195], [1.9783, 0.3859, 1.1510], [-0.9285, 0.8106, -1.9587], [-0.0156, -2.0007, -1.8352]], "atomic_forces_ev_per_a": [[0.91, -0.15, 2.49], [-0.75, 0.79, -1.31], [1.42, 0.00, 0.48], [0.11, -0.52, -0.10], [-0.35, 0.51, -0.32], [0.17, -2.28, 0.33], [-0.56, 0.20, -1.12], [-1.87, 0.21, -1.10], [0.07, 0.77, -0.26], [0.85, 0.46, 0.89]], "mulliken_charge": [-0.369, 0.265, -0.313, 0.039, 0.099, -0.178, -0.185, 0.327, 0.154, 0.162], "e_homo_ev": [-8.1, -8.1], "mol_weight_g_mol": 169.32, "total_energy_ha": -1725.4235, "charge": 0, "lumo_energy_ev": [-0.987, -0.987], "gap_ev": [7.11, 7.11]}



# 5
{"formula": "C2H3O2", "method": "ωB97M-V with the def2-TZVPD basis set", "symbols": ["C", "C", "O", "O", "H", "H", "H"], "xyz": [[1.4341, 0.3783, -0.0945], [-1.7188, -0.4053, 0.1445], [-2.2348, 0.4588, -0.2930], [0.3281, -0.0606, -0.3777], [2.2064, 0.2856, -0.8533], [1.7455, 0.6651, 0.7978], [-1.7606, -1.3220, 0.6762]], "atomic_forces_ev_per_a": [[-1.27, -2.58, -4.38], [0.49, -0.23, 0.43], [-0.82, 1.73, -1.02], [-0.21, 0.08, 0.44], [0.15, 0.36, -0.43], [0.85, 1.69, 4.53], [0.82, -1.06, 0.43]], "mulliken_charge": [0.011, 0.441, 0.035, -0.434, 0.249, 0.290, 0.408], "e_homo_ev": -16.2, "mol_weight_g_mol": 59.04, "total_energy_ha": -228.0980, "charge": 1, "lumo_energy_ev": -5.946, "gap_ev": 10.24}



# 6
{"formula": "C2H3O2P", "method": "ωB97M-V with the def2-TZVPD basis set", "symbols": ["O", "P", "O", "H", "C", "C", "H", "H"], "xyz": [[1.4001, 1.4579, 0.1882], [1.1337, 0.0417, 0.4156], [1.8341, -1.0245, -0.2052], [0.6821, -0.2634, 1.7740], [-0.8915, -0.3068, -0.9974], [-1.4490, 0.2814, -0.0440], [-0.6297, -0.7823, -1.8141], [-2.0797, 0.5960, 0.6830]], "atomic_forces_ev_per_a": [[-0.71, 0.22, 0.30], [0.13, 2.67, 2.54], [0.79, -2.95, -1.39], [0.07, 0.21, -1.28], [-3.91, 4.30, 7.14], [3.18, -3.54, -5.77], [1.61, -2.05, -3.56], [-1.15, 1.13, 2.01]], "mulliken_charge": [-0.547, 0.701, -0.543, 0.169, -0.354, -0.441, 0.561, 0.454], "e_homo_ev": -11.2, "mol_weight_g_mol": 90.02, "total_energy_ha": -569.7565, "charge": 0, "lumo_energy_ev": 0.109, "smiles": "O=[PH]=O.C#C", "gap_ev": 11.32}



# 7
{"formula": "C2H3O2P", "method": "ωB97M-V with the def2-TZVPD basis set", "symbols": ["C", "C", "O", "P", "O", "H", "H", "H"], "xyz": [[-0.1952, 0.2699, 0.1525], [0.2515, -0.7085, -0.6171], [-0.4927, -1.1850, -1.6780], [-1.6100, -0.2054, -2.3720], [-2.3057, -1.1848, -3.2060], [0.2765, 0.6956, 1.0726], [-1.2082, 0.8300, -0.1012], [1.1301, -1.2204, -0.5439]], "atomic_forces_ev_per_a": [[-1.77, 2.09, 0.89], [-2.41, 1.44, -0.16], [0.17, 0.66, 0.24], [0.27, -1.30, -0.54], [-0.69, 0.51, -0.43], [-0.04, -0.73, -1.19], [2.18, -1.48, 0.67], [2.28, -1.19, 0.53]], "mulliken_charge": [-0.691, 0.206, -0.222, 0.392, -0.432, 0.229, 0.111, 0.407], "e_homo_ev": -10.1, "mol_weight_g_mol": 90.02, "total_energy_ha": -569.8275, "charge": 0, "lumo_energy_ev": -0.451, "smiles": "C=COP=O", "gap_ev": 9.65}



# 8
{"formula": "C2H3O2Pd", "method": "ωB97M-V with the def2-TZVPD basis set", "symbols": ["C", "O", "H", "H", "C", "O", "Pd", "H"], "xyz": [[6.2005, 2.1420, 9.7126], [6.1361, 3.1332, 9.1112], [7.0162, 1.7461, 11.0664], [7.3818, 0.9199, 9.9613], [8.3575, 0.9943, 11.0719], [9.6146, 0.8232, 10.6863], [10.1069, 2.2645, 10.9306], [8.0173, 0.2101, 11.7815]], "atomic_forces_ev_per_a": [[-0.84, 3.99, -1.93], [0.21, -3.60, 2.03], [1.62, 0.69, 0.25], [2.89, -0.67, 1.48], [-4.74, -2.40, -1.90], [-6.19, -15.88, -2.87], [6.47, 17.35, 2.93], [0.58, 0.53, 0.01]], "mulliken_charge": [0.091, -0.131, 0.411, 0.332, -0.502, -0.467, 0.914, 0.351], "e_homo_ev": [-13.6, -15.7], "mol_weight_g_mol": 165.46, "spin_multiplicity": 3, "total_energy_ha": -355.6836, "charge": 1, "lumo_energy_ev": [-5.434, -7.325], "gap_ev": [8.16, 8.37]}



# 9
{"formula": "C2H3O2S2", "method": "ωB97M-V with the def2-TZVPD basis set", "symbols": ["O", "C", "S", "C", "O", "S", "H", "H", "H"], "xyz": [[-0.9597, -1.0654, -0.8978], [-1.0638, -0.2908, 0.0615], [-2.3299, 0.6850, 0.5310], [0.3962, 0.0422, 0.6427], [1.2800, -0.9547, 0.1799], [0.8697, 1.6138, -0.2060], [0.6470, 0.2094, 1.6692], [0.6451, -1.3043, -0.5221], [0.5154, 1.0648, -1.4585]], "atomic_forces_ev_per_a": [[-0.33, -0.57, 0.06], [1.35, 1.02, 0.09], [-0.70, -0.17, 0.48], [0.78, -0.32, -1.34], [-1.20, -0.27, -0.28], [-0.32, -0.28, -1.38], [-0.79, 0.14, 0.82], [0.79, -0.36, 0.20], [0.44, 0.80, 1.34]], "mulliken_charge": [-0.657, 0.336, -0.457, -0.290, -0.563, -0.273, 0.358, 0.419, 0.127], "e_homo_ev": -3.8, "mol_weight_g_mol": 123.18, "total_energy_ha": -1024.9183, "charge": -1, "lumo_energy_ev": 3.517, "smiles": "[O-]C(=S)[C@@H](O)S", "gap_ev": 7.29}



# 10
{"formula": "C2H3O3", "method": "ωB97M-V with the def2-TZVPD basis set", "symbols": ["C", "C", "O", "O", "O", "H", "H", "H"], "xyz": [[-1.2232, -0.7057, 0.6297], [1.3738, 0.6701, -0.7037], [-2.3506, -0.5196, 1.1770], [-0.5573, -1.6889, 0.3811], [-0.7885, 0.5304, 0.3577], [1.3084, 1.6283, -0.2436], [0.5424, 0.3628, -1.3456], [1.6950, -0.2775, -0.2526]], "atomic_forces_ev_per_a": [[-0.27, 1.81, 0.37], [-1.27, -2.00, -0.54], [-0.19, -0.59, 0.01], [0.36, -1.41, -0.21], [0.03, 0.17, 0.01], [0.37, 0.33, 0.33], [0.48, 0.76, -0.36], [0.49, 0.93, 0.39]], "mulliken_charge": [0.753, -0.755, -0.638, -0.672, -0.454, 0.282, 0.225, 0.258], "e_homo_ev": [-4.7, -4.1], "mol_weight_g_mol": 75.04, "total_energy_ha": -303.6667, "charge": -1, "lumo_energy_ev": [3.901, 3.984], "gap_ev": [8.62, 8.11]}



# 11
{"formula": "C2H3O3PS", "method": "ωB97M-V with the def2-TZVPD basis set", "symbols": ["C", "C", "O", "O", "O", "P", "S", "H", "H", "H"], "xyz": [[-1.1592, -0.3343, -2.0146], [-1.5844, -0.5915, -0.6798], [2.6351, 2.1470, 1.7272], [1.5081, 1.1481, 3.7509], [2.0972, -0.3293, 1.8043], [1.9525, 1.0261, 2.3646], [-2.7405, -1.4753, -1.9566], [-1.5137, 0.6138, -2.3209], [-0.1430, -0.7008, -2.4161], [-1.0520, -1.5038, -0.2589]], "atomic_forces_ev_per_a": [[0.82, -1.37, -0.01], [0.10, -1.38, 1.83], [0.25, 1.73, -1.13], [-1.23, 0.53, 1.55], [-0.39, -0.55, -0.67], [1.60, -1.68, 0.40], [0.66, 0.41, -0.75], [0.06, 0.87, -1.05], [-1.67, 0.36, 0.20], [-0.19, 1.08, -0.36]], "mulliken_charge": [-0.323, -0.529, -0.643, -0.647, -0.625, 0.913, -0.544, 0.190, 0.193, 0.018], "e_homo_ev": 0.7, "mol_weight_g_mol": 138.08, "total_energy_ha": -1043.2628, "charge": -2, "lumo_energy_ev": 5.676, "gap_ev": 4.93}



# 12
{"formula": "C2H3O3Rh", "method": "ωB97M-V with the def2-TZVPD basis set", "symbols": ["O", "Rh", "O", "C", "O", "C", "H", "H", "H"], "xyz": [[1.4004, 1.6363, 0.6466], [2.2805, 0.4621, -0.6099], [0.3294, -0.1847, 0.3426], [0.2539, 1.1996, 0.2842], [-0.3663, 1.6809, -0.6555], [-0.7777, -1.0454, 0.0710], [-1.6847, -0.5087, 0.3650], [-0.8882, -1.2409, -1.0007], [-0.5473, -1.9993, 0.5567]], "atomic_forces_ev_per_a": [[-1.17, 2.29, 1.63], [2.64, -1.28, -1.23], [-0.54, 1.76, 0.69], [3.24, -2.96, -0.73], [-2.49, 1.36, -0.19], [-1.78, -1.17, -0.94], [0.06, -0.57, 0.47], [0.35, 0.15, 0.00], [-0.31, 0.43, 0.29]], "mulliken_charge": [-0.475, 1.390, -0.237, 0.927, 0.011, -0.601, 0.339, 0.373, 0.273], "e_homo_ev": [-22.2, -22.3], "mol_weight_g_mol": 177.95, "spin_multiplicity": 5, "total_energy_ha": -413.2427, "charge": 2, "lumo_energy_ev": [-12.136, -15.456], "gap_ev": [10.07, 6.86]}